[1]
{"formula": "C5H9N3O2", "method": "ωB97M-V/def2-TZVPD", "multiplicity": 1, "lumo_energy_ev": 0.3, "homo_energy_ev": -9.1, "smiles": "O=c1cc[nH]c(=O)[nH]1.CN", "gap_ev": 9.34, "relative_energy_kj_mol": 200.3, "symbols": ["O", "C", "C", "C", "N", "C", "O", "N", "H", "H", "H", "H", "C", "N", "H", "H", "H", "H", "H"], "coordinates": [[-0.8440, 0.4308, -2.5298], [-0.1305, 0.5964, -1.5984], [0.3520, 1.8367, -1.0841], [1.2164, 1.8046, 0.0204], [1.6675, 0.6101, 0.5108], [1.1944, -0.6220, 0.0764], [1.3393, -1.6176, 0.7354], [0.4099, -0.6028, -1.0019], [-0.1384, 2.7861, -1.5414], [1.4572, 2.7374, 0.6902], [2.0666, 0.5696, 1.4050], [0.1022, -1.5259, -1.4558], [-1.3127, -1.4958, 0.8537], [-1.3727, -0.1549, 0.6638], [-0.7309, -1.9270, 0.0549], [-0.7395, -2.0246, 1.6151], [-2.3828, -1.9818, 0.7288], [-1.7121, 0.4303, 1.3565], [-0.4418, 0.1505, 0.5004]], "forces_ev_per_angstrom": [[-1.542, 0.243, -1.543], [1.618, -1.993, -0.185], [0.788, 2.437, 1.970], [-1.694, 2.004, -0.752], [-0.370, 0.465, -1.100], [0.273, -0.566, 0.456], [1.534, -0.835, 0.561], [0.486, -0.074, -3.644], [1.243, -1.824, 1.152], [-0.234, -1.909, -1.769], [0.682, -0.031, 1.209], [0.739, 2.219, 1.058], [-2.963, -5.440, -0.390], [0.513, 2.430, -0.811], [-0.763, -0.275, -0.442], [-0.470, 0.712, 1.294], [1.989, 0.791, 0.543], [-1.219, 0.776, 1.870], [-0.613, 0.871, 0.523]]}

[2]
{"formula": "C8H20N3", "method": "ωB97M-V/def2-TZVPD", "multiplicity": 1, "total_charge": 1, "lumo_energy_ev": [-5.7, -3.8], "homo_energy_ev": [-12.3, -12.8], "gap_ev": [6.57, 9.00], "relative_energy_kj_mol": 660.7, "symbols": ["C", "C", "C", "C", "C", "C", "C", "C", "N", "N", "N", "H", "H", "H", "H", "H", "H", "H", "H", "H", "H", "H", "H", "H", "H", "H", "H", "H", "H", "H", "H"], "coordinates": [[0.2910, -0.9155, -1.3510], [-0.5689, 2.3502, -1.3958], [1.3420, -0.6232, 1.6363], [0.2146, 1.2754, 3.0181], [-1.6185, -1.2151, -0.1451], [-1.0471, -2.9177, -1.7805], [0.3089, 2.3492, -0.1586], [0.9995, 0.9176, 1.6770], [1.1747, -1.1127, -2.3317], [0.1316, 1.2311, 0.6469], [-0.6741, -1.6223, -1.0595], [-0.4430, 1.3905, -1.9670], [-1.5589, 2.4366, -1.0981], [-0.3132, 3.1236, -2.0505], [2.3921, -0.9416, 1.8349], [0.4917, -1.1371, 1.8796], [1.2735, -0.6107, 0.5108], [0.0431, 2.3401, 2.9042], [0.8498, 0.8966, 3.7443], [-0.6765, 0.7496, 2.8792], [-1.3139, -0.2528, 0.1305], [-1.5589, -1.7949, 0.7332], [-2.6326, -1.3439, -0.6347], [-1.1330, -3.5504, -0.9087], [-0.2283, -3.4081, -2.3265], [-1.9837, -2.8684, -2.3629], [1.3488, 2.4308, -0.3961], [-0.0429, 3.2768, 0.2399], [1.9244, 1.6623, 1.6983], [2.1638, -0.9264, -2.0617], [1.0843, -1.8956, -2.9799]], "forces_ev_per_angstrom": [[3.378, 1.050, -1.480], [1.503, -2.805, -0.412], [2.281, 3.165, -3.715], [0.841, 0.710, -3.520], [-3.249, 0.020, 0.240], [0.852, -0.240, 1.024], [-0.176, 0.234, -1.248], [2.364, 1.559, 2.072], [1.481, 0.323, 0.838], [-1.521, -1.151, -0.616], [-1.362, -3.282, -2.788], [-0.171, 0.714, 0.396], [-1.988, 0.146, 0.367], [0.369, 1.341, -0.913], [-1.244, 0.179, 0.725], [-1.600, -1.811, 1.527], [0.603, -1.006, 0.670], [-0.005, 0.126, 1.002], [0.740, -0.117, 1.966], [-1.638, -0.800, 0.564], [-0.507, 1.744, 0.460], [-0.196, -1.091, 1.046], [0.961, 0.612, 0.943], [-0.720, -0.590, -0.016], [-0.192, 0.782, -0.133], [0.582, 0.363, 0.388], [0.955, 0.465, -0.220], [0.259, 0.838, 1.494], [-1.218, -1.842, -0.250], [-1.190, 0.107, -0.581], [-0.191, 0.258, 0.172]]}

[3]
{"formula": "C3H6N2O", "method": "ωB97M-V/def2-TZVPD", "multiplicity": 1, "lumo_energy_ev": 1.0, "homo_energy_ev": -8.9, "smiles": "[H]/N=N/CC(=C)O", "gap_ev": 9.88, "relative_energy_kj_mol": 394.2, "symbols": ["H", "N", "N", "C", "C", "C", "O", "H", "H", "H", "H", "H"], "coordinates": [[1.5689, 0.0930, -3.0362], [0.9851, -0.4393, -2.3644], [1.0159, 0.0538, -1.2379], [0.0958, -0.8245, -0.1568], [-0.3832, 0.1992, 0.7592], [-0.1062, 1.4466, 1.0852], [-1.1591, -0.7386, 1.7358], [0.7957, -1.5325, 0.2902], [-0.7052, -1.2889, -0.7349], [0.4820, 2.0759, 0.4250], [-0.5907, 1.9078, 1.9395], [-1.9991, -0.9524, 1.2953]], "forces_ev_per_angstrom": [[-0.044, 0.276, 0.584], [-0.393, -0.394, 0.532], [-0.821, -1.548, 0.403], [2.325, 2.426, -3.635], [-1.528, -2.752, 3.411], [-0.597, -0.038, -0.482], [0.610, 2.388, -1.227], [-0.291, 0.097, 0.075], [0.192, -0.156, 0.106], [0.087, -0.272, 0.131], [0.106, -0.194, -0.049], [0.354, 0.167, 0.152]]}